This record from the OMol25 dataset describes 2 unconnected molecules or ions with the total composition C4H10OS. The level of theory is ωB97M-V with the def2-TZVPD basis set.

The largest force on an atom comes out at 2.3 eV/Å. For the HOMO energy, the calculation gives -8.5 eV. The spin multiplicity is 1. For the LUMO energy, the calculation gives 0.033 Eh. The energy relative to the best compared isomer or geometry (same formula, charge and spin) comes out at 1.460 eV. The net charge is 0. The gap between HOMO and LUMO comes out at 9.429 eV. As for the electronic energy: -631.771021 a.u.

Geometry as XYZ:
```
16
Properties=species:S:1:pos:R:3:forces:R:3
C -1.57293 0.13942 -0.27491 0.8 0.1 -0.4
S -0.50633 -0.55235 -1.58614 -0.6 -0.3 0.2
C -1.17103 0.31433 -3.03537 0.1 0.2 0.4
H -1.24623 1.16766 -0.13895 -0.4 0.1 0.2
H -2.62300 0.06248 -0.54261 0.0 0.0 0.0
H -1.35859 -0.41961 0.63056 -0.1 0.0 0.1
H -1.15395 -0.36950 -3.87839 0.1 0.1 -0.1
H -0.57201 1.20403 -3.19585 0.1 0.0 -0.4
H -2.19619 0.64864 -2.87936 0.0 -0.2 0.1
C 2.31525 0.98171 2.45555 -1.1 -0.3 -0.7
C 1.10680 0.42391 2.51550 0.5 -1.1 2.0
O 0.77121 -0.85286 2.14027 -0.5 0.4 -1.3
H 2.52194 1.73828 3.19379 0.3 0.5 -0.6
H 2.98386 0.62262 1.68140 0.5 0.1 0.5
H 0.36422 0.71783 3.24828 0.0 0.4 0.0
H 1.18664 -1.09833 1.30359 0.2 0.0 0.1
```
Positions in Å, forces in eV/Å.